18
Properties=species:S:1:pos:R:3:forces:R:3 method="wB97M-V/def2-TZVPD" lumo_energy_ev="3.93 / 3.79" de_lowest_ev=2.085 homo_energy_ev="0.8 / -3.9" s2=0.753 charge=-1 spin_multiplicity=2
C -1.43634 1.64321 1.86083 -0.449 0.308 0.172
C -0.53978 1.09156 1.02536 -0.142 0.479 0.279
N 0.58411 0.45754 1.42253 0.088 -0.214 -0.041
C 1.60392 -0.13323 0.54985 -0.168 0.089 -0.306
C 1.87591 -0.67725 -1.87963 -0.003 0.200 0.729
C 1.08762 -0.67807 -0.73121 0.138 0.121 -0.258
H -1.31881 1.67492 2.93556 0.127 -0.245 0.128
H -2.34508 2.09888 1.49726 0.058 0.094 -0.245
H -0.68929 1.21501 -0.03669 0.118 -0.429 -0.142
H 0.77044 0.51737 2.41133 0.187 -0.225 -0.074
H 2.14847 -0.90849 1.14780 -0.206 0.020 0.136
H 2.35759 0.61012 0.30691 0.250 0.176 -0.058
H 1.61270 -1.31717 -2.70761 0.167 0.111 -0.269
H 2.68509 0.04863 -1.94213 -0.081 -0.233 -0.370
H 0.30959 -1.42442 -0.67284 -0.159 -0.244 0.246
H -2.84644 -0.49881 -1.35909 0.045 -0.399 0.045
H -1.80793 -1.18092 -2.20044 0.083 -0.172 0.164
O -2.63654 -1.36737 -1.73801 -0.052 0.562 -0.135

***

113
Properties=species:S:1:pos:R:3:forces:R:3 method="wB97M-V/def2-TZVPD" lumo_energy_ev="-4.96 / -7.34" homo_energy_ev="-12.0 / -12.0" charge=+2
Pb -0.23430 0.14350 -0.08980 -0.767 0.805 -0.312
C 1.20220 -2.32540 -1.92330 0.365 0.040 -0.270
C 2.60290 -1.74140 -1.80330 -0.263 0.002 0.113
C 2.74130 -0.25110 -1.90910 0.597 0.217 -0.409
C 3.93080 0.24020 -2.44890 -0.215 -0.054 0.004
C 4.09700 1.59650 -2.64600 -0.233 0.068 0.074
C 3.06160 2.44590 -2.27510 0.157 -0.189 -0.013
C 1.93980 1.88670 -1.70020 -0.136 0.307 -0.090
N 1.77330 0.57380 -1.51280 0.362 -0.358 -0.096
N 0.32130 -2.19140 -0.75430 0.050 -0.146 0.042
C 0.88600 -2.85780 0.42290 0.191 -0.006 0.097
C 0.08960 -2.60290 1.66860 -0.222 -0.211 0.354
C 0.21410 -3.42990 2.77770 -0.051 0.168 -0.138
C -0.51760 -3.13710 3.91470 -0.001 0.194 -0.171
C -1.36380 -2.03680 3.90150 0.078 -0.009 -0.061
C -1.41940 -1.26030 2.75960 -0.105 -0.027 0.272
N -0.70290 -1.53290 1.67330 -0.036 -0.586 -0.053
C -0.95790 -2.83630 -1.10350 -0.366 -0.091 0.112
C -1.79660 -2.03440 -2.05890 -0.196 -0.098 -0.367
C -2.54470 -2.63660 -3.06050 0.082 0.102 0.094
C -3.42650 -1.86090 -3.79970 0.078 0.178 0.184
C -3.49670 -0.50150 -3.54050 0.051 -0.145 0.029
C -2.67590 0.02680 -2.55850 -0.245 0.043 -0.137
N -1.86020 -0.72330 -1.82640 -0.115 -0.456 -0.138
H 1.31350 -3.39230 -2.15580 -0.075 -0.001 0.003
H 0.69680 -1.85360 -2.76900 -0.021 -0.047 0.044
H 3.18700 -2.17310 -2.61780 0.019 -0.040 0.095
H 3.08470 -2.06590 -0.87790 0.067 -0.191 -0.031
H 4.70370 -0.45730 -2.73160 0.090 -0.071 -0.107
H 4.99950 1.97790 -3.09860 0.084 0.062 -0.011
H 3.12690 3.51230 -2.41730 -0.038 0.104 0.012
H 1.11990 2.52140 -1.38940 -0.072 0.042 0.056
H 1.87880 -2.44300 0.61390 0.006 -0.140 -0.046
H 0.97500 -3.93890 0.25600 0.089 0.040 -0.024
H 0.88350 -4.27510 2.75430 0.043 -0.147 -0.052
H -0.43200 -3.75470 4.79330 -0.009 -0.100 0.119
H -1.96640 -1.78880 4.75870 -0.095 0.063 0.098
H -2.06180 -0.39490 2.69700 -0.097 0.187 0.048
H -1.54260 -2.94490 -0.18670 0.059 -0.098 -0.047
H -0.77760 -3.83800 -1.50960 0.036 0.007 0.056
H -2.45510 -3.69200 -3.25510 0.016 -0.198 0.045
H -4.05650 -2.31470 -4.54870 -0.005 -0.029 -0.121
H -4.17280 0.13800 -4.08300 -0.065 0.097 -0.064
H -2.68800 1.08380 -2.33760 0.007 0.182 0.041
I -2.25890 4.02350 -2.01860 -0.258 0.060 -0.221
C -0.59530 2.06480 -4.89020 0.060 -0.125 0.098
I 0.15210 0.17650 -4.88870 0.041 -0.031 -0.138
H 0.07100 2.86290 -5.14080 0.162 0.198 -0.075
H -1.64460 2.21500 -4.73500 -0.186 -0.056 0.004
Se 3.57460 3.27160 5.10890 -0.091 -0.123 0.126
P 2.15600 1.75830 5.56980 0.295 0.645 0.418
C 2.86150 0.40260 6.54390 -0.175 0.184 -0.203
C 4.20430 0.42440 6.89530 -0.009 0.069 -0.127
C 4.71220 -0.56410 7.71980 -0.022 -0.130 0.069
C 3.87810 -1.56460 8.19010 0.077 -0.007 0.006
C 2.53990 -1.59170 7.82590 -0.144 -0.075 0.000
C 2.02290 -0.60790 7.00460 0.154 0.028 -0.006
C 0.70240 2.32020 6.50060 0.309 -0.233 -0.201
C -0.59520 1.95190 6.16580 0.168 -0.061 0.051
C -1.64860 2.41720 6.93250 -0.111 -0.032 0.016
C -1.40860 3.23890 8.02290 0.012 -0.054 0.049
C -0.11150 3.59170 8.36400 -0.014 -0.052 0.024
C 0.94560 3.13220 7.60120 0.095 -0.056 0.019
C 1.60160 1.04010 4.02780 -0.091 -0.263 -0.260
C 0.97690 1.54630 2.87730 -0.175 -0.370 0.010
N 1.15370 0.60900 1.92120 0.487 0.519 0.405
N 1.86190 -0.38460 2.44670 0.114 -0.344 -0.613
N 2.13120 -0.14720 3.69270 0.252 -0.176 0.672
P 0.28700 3.12540 2.33280 0.313 0.451 0.852
Se -0.97860 3.60760 0.17750 1.148 1.375 -0.840
C -0.48700 4.04010 3.69860 0.029 -0.105 -0.257
C -1.87770 4.13600 3.67970 0.010 -0.137 -0.169
C -2.53690 4.91120 4.61540 -0.083 0.043 0.057
C -1.81080 5.59640 5.57660 0.002 -0.004 -0.084
C -0.42860 5.50160 5.60270 0.009 0.092 -0.015
C 0.23610 4.73270 4.66650 0.027 0.056 -0.149
C 1.83770 3.98930 1.92880 -0.233 -0.004 -0.140
C 2.84140 3.26520 1.28890 0.030 0.026 0.033
C 4.03260 3.87500 0.94570 -0.002 -0.010 0.028
C 4.23180 5.21610 1.23390 0.022 0.066 -0.036
C 3.21480 5.95430 1.81780 0.010 0.032 -0.002
C 2.01140 5.35290 2.14970 -0.073 -0.109 -0.108
H 4.84550 1.21860 6.53480 -0.054 0.070 0.005
H 5.75240 -0.54500 8.00610 0.093 0.007 0.038
H 4.26700 -2.32210 8.85250 0.048 -0.095 0.057
H 1.89730 -2.37500 8.19820 -0.062 -0.071 0.051
H 0.97760 -0.61220 6.72730 -0.107 -0.022 0.035
H -0.77790 1.31340 5.31010 -0.034 -0.003 -0.040
H -2.66130 2.13900 6.67970 -0.081 0.011 -0.027
H -2.23770 3.60210 8.61070 -0.080 0.032 0.067
H 0.07510 4.22370 9.21870 0.007 0.056 0.077
H 1.96530 3.40520 7.84090 0.026 0.076 0.049
H -2.44250 3.60870 2.91940 -0.024 0.072 0.087
H -3.61280 4.99870 4.58460 -0.075 -0.022 -0.003
H -2.31980 6.21800 6.29620 -0.078 0.061 0.097
H 0.14120 6.04260 6.34340 0.028 0.034 0.069
H 1.31540 4.68730 4.67530 0.047 -0.042 0.063
H 2.69310 2.21480 1.06480 0.000 0.032 0.022
H 4.80740 3.29680 0.46110 0.116 0.002 -0.067
H 5.16800 5.69190 0.98470 0.085 0.040 -0.008
H 3.35550 7.00500 2.02200 0.026 0.080 -0.011
H 1.21550 5.94540 2.58040 0.035 -0.012 0.057
O -3.16690 2.11370 0.28860 1.283 0.295 0.695
N -2.14240 2.36050 0.87350 -2.472 -1.476 -0.148
C 5.05100 0.59780 2.96420 0.064 0.060 -0.172
Te 4.37470 -0.41660 1.21280 0.228 -0.266 1.064
C 4.61970 -2.35640 2.09750 -0.105 0.259 -0.261
H 4.51560 0.21450 3.82730 -0.160 -0.143 -0.080
H 4.85630 1.65760 2.85070 -0.152 0.141 -0.052
H 6.11760 0.43740 3.08320 0.155 -0.147 -0.173
H 5.60330 -2.39550 2.54660 0.194 0.095 0.061
H 4.54290 -3.12330 1.33670 -0.044 -0.045 -0.170
H 3.85780 -2.48950 2.85720 -0.171 0.164 0.095

***

72
Properties=species:S:1:pos:R:3:forces:R:3 method="wB97M-V/def2-TZVPD" lumo_energy_ev="-2.39 / -2.39" de_lowest_ev=1.804 homo_energy_ev="-8.3 / -8.9" s2=0.757 charge=+1 spin_multiplicity=2
Ti 0.13398 -0.05615 -0.34219 0.465 -0.138 -2.173
C 5.04837 -0.84302 -0.43878 -0.038 -0.008 -0.033
N 4.46431 0.48368 -0.33977 0.018 0.019 0.097
C 5.34229 1.61520 -0.07015 -0.115 0.033 -0.037
C 3.12999 0.62738 -0.52832 0.083 0.018 -0.269
N 2.31871 -0.27970 -0.95677 0.419 0.019 0.358
N 2.61172 1.87911 -0.22525 0.067 -0.011 0.073
C 1.46575 2.39227 -0.81882 -0.065 0.176 -0.460
N 1.27060 3.72182 -0.61628 0.096 0.055 0.016
N 0.72256 1.65236 -1.56551 0.352 0.586 -0.096
H 5.21943 -1.13435 -1.47898 0.011 -0.029 0.018
H 4.39864 -1.58072 0.03437 -0.011 0.010 -0.004
H 5.99914 -0.85481 0.08688 0.015 0.020 -0.010
H 6.36732 1.31941 -0.27025 0.015 -0.010 0.017
H 5.27730 1.94239 0.97244 0.061 0.005 -0.008
H 5.11330 2.45387 -0.72868 0.016 -0.013 0.002
H 2.78528 -1.11802 -1.27459 0.081 -0.029 0.061
H 3.16988 2.50534 0.32588 -0.004 0.006 0.021
H 1.79011 4.21445 0.08921 0.001 -0.004 0.019
H 0.34431 4.07545 -0.79679 -0.058 -0.021 0.078
H -0.02279 2.18820 -1.99461 -0.125 0.051 0.138
O -2.40320 -1.91788 -0.08059 -0.127 0.012 0.107
C -2.69283 -2.78175 -1.16175 0.105 0.125 -0.128
C -2.20141 -2.27244 -2.52312 0.060 0.100 0.159
C -0.77104 -1.67997 -2.55661 -0.051 -0.362 0.303
C 0.19046 -2.57200 -1.81735 -0.291 0.078 0.002
C 0.69245 -3.74456 -2.36228 0.121 -0.207 -0.014
C 1.50842 -4.55637 -1.59137 -0.166 0.202 0.022
C 1.79062 -4.16140 -0.28914 0.088 -0.134 -0.007
C 1.25878 -2.97664 0.17691 -0.103 -0.005 0.069
N 0.46926 -2.19034 -0.56188 0.207 -1.194 -0.381
H -2.71194 -1.02039 -0.27887 0.264 0.101 -0.056
H -3.77012 -2.96065 -1.23079 0.004 -0.101 -0.038
H -2.21706 -3.73288 -0.91500 0.026 0.000 -0.006
H -2.89018 -1.51423 -2.89802 0.010 -0.014 -0.067
H -2.24335 -3.12384 -3.20652 -0.029 0.052 -0.117
H -0.76270 -0.69804 -2.05459 -0.542 -0.211 -0.762
H -0.47320 -1.54368 -3.59565 0.091 0.072 0.025
H 0.44126 -4.01718 -3.37904 -0.010 0.037 0.000
H 1.90242 -5.48039 -1.99216 0.038 0.007 0.004
H 2.42171 -4.76196 0.35141 -0.034 0.007 0.020
H 1.46797 -2.62884 1.18009 0.024 0.052 -0.011
C -3.41737 1.23301 -2.11057 -0.010 0.173 0.104
C -3.13594 2.23381 -1.02038 0.131 -0.105 -0.007
C -3.91435 3.37395 -0.91265 -0.039 0.044 -0.053
C -3.69104 4.30766 0.08601 0.007 0.029 0.063
C -2.65788 4.08817 0.98080 -0.024 0.083 -0.025
C -1.84941 2.96020 0.91255 0.054 -0.397 -0.254
C -0.76497 2.79984 1.95112 -0.247 0.010 -0.104
C -2.08402 1.97313 -0.09829 -0.403 0.518 -0.135
N -1.35759 0.81843 -0.22391 -1.615 0.862 0.822
H -3.94941 1.70634 -2.93523 -0.034 -0.040 -0.016
H -4.04658 0.41767 -1.73657 0.057 -0.062 -0.038
H -2.48822 0.80169 -2.48433 -0.055 -0.022 -0.042
H -4.71653 3.53506 -1.62482 0.021 -0.017 -0.016
H -4.31146 5.19016 0.16683 0.012 0.002 -0.011
H -2.46934 4.81313 1.76672 0.005 -0.006 -0.014
H -0.32397 3.76753 2.19819 0.011 -0.017 0.016
H 0.00995 2.12722 1.60037 0.186 -0.118 0.029
H -1.17667 2.39279 2.87948 0.080 -0.035 0.030
O 0.63902 -0.25776 1.47258 0.829 -0.132 2.629
N -0.10415 -0.67262 2.49003 -0.172 -0.125 0.422
C 0.52251 -1.26892 3.52617 0.170 -0.026 -0.074
C -0.18845 -1.77108 4.58581 -0.084 -0.052 0.172
C -1.57155 -1.63996 4.61918 0.033 0.154 -0.249
C -2.18292 -0.96056 3.57623 -0.040 -0.223 0.444
C -1.43687 -0.48460 2.52332 0.099 0.168 -0.239
H 1.59891 -1.30945 3.45863 -0.009 -0.015 -0.126
H 0.34691 -2.25917 5.38754 0.024 0.011 -0.018
H -2.14749 -2.04414 5.43900 -0.006 0.025 0.009
H -3.25110 -0.79891 3.57150 0.004 0.018 -0.075
H -1.83654 0.05861 1.67800 0.046 -0.059 -0.178